Version P
The following is a DFT calculation (wB97M-V/def2-TZVPD) of a 3-piece molecular cluster, C4H13NO2S overall.

Computed properties:
- LUMO level (eV) = -0.50
- M (g mol⁻¹) = 139.220
- gap between HOMO and LUMO (eV) = 8.37

Atoms and positions in Å:
1 C 2.25 0.50 -0.01
2 O 2.48 0.44 1.41
3 C 0.82 0.00 -0.15
4 C -0.08 0.71 -1.20
5 C -1.54 0.59 -0.95
6 S -1.98 1.13 0.72
7 N 0.71 -1.47 -0.21
8 H 2.27 1.57 -0.24
9 H 2.95 -0.07 -0.62
10 H 3.38 0.69 1.65
11 H 0.45 0.44 0.78
12 H 0.31 1.74 -1.21
13 H 0.24 0.26 -2.16
14 H -1.96 -0.42 -1.13
15 H -2.10 1.25 -1.62
16 H -1.73 2.84 0.05
17 H 1.34 -1.82 0.52
18 H -0.17 -1.70 0.24
19 H -2.83 -2.35 0.66
20 H -2.59 -1.86 2.07
21 O -2.23 -2.45 1.41

Results of the natural (NBO) charge analysis, in e, for atoms 1 through 6: -0.0684 -0.7411 -0.0876 -0.4287 -0.5434 -0.0361

Version Q
The following is a DFT calculation (wB97M-V/def2-TZVPD) of a 2-piece molecular cluster, C4H13NO2S overall.

Computed properties:
- LUMO level (eV) = 0.62
- M (g mol⁻¹) = 139.220
- gap between HOMO and LUMO (eV) = 9.43
- SMILES string = OCNCCCS.O

Atoms and positions in Å:
1 C -0.19 0.08 -0.64
2 N 1.18 0.42 -0.63
3 C 1.62 1.69 -0.23
4 O 2.68 2.02 0.67
5 C -0.40 -1.27 0.06
6 C -1.99 -1.47 0.01
7 S -2.60 -1.62 -1.80
8 H -0.55 0.11 -1.79
9 H -0.80 0.93 -0.14
10 H 1.64 0.15 -1.52
11 H 1.72 2.52 -1.01
12 H 0.77 1.95 0.58
13 H 3.19 1.34 1.13
14 H 0.16 -2.18 -0.19
15 H -0.08 -1.11 1.18
16 H -2.13 -2.36 0.62
17 H -2.57 -0.61 0.37
18 H -1.74 -2.70 -1.99
19 H 2.46 0.84 3.60
20 H 1.07 1.32 2.93
21 O 1.81 1.56 3.61

Results of the natural (NBO) charge analysis, in e, for atoms 1 through 6: -0.2294 -0.6713 0.1141 -0.7520 -0.4206 -0.4785

Version R
The following is a DFT calculation (wB97M-V/def2-TZVPD) of a 4-piece molecular cluster, C4H13NO2S overall.

Computed properties:
- LUMO level (eV) = -1.22
- M (g mol⁻¹) = 139.220
- gap between HOMO and LUMO (eV) = 7.90

Atoms and positions in Å:
1 C -0.09 0.77 1.20
2 C 0.27 0.12 -0.14
3 C 1.63 0.61 -0.70
4 S 3.14 0.13 0.19
5 N -0.72 -0.06 -1.18
6 C -1.56 -1.28 -1.02
7 O -2.09 -1.46 0.26
8 H 0.33 1.81 1.23
9 H 0.45 0.25 2.01
10 H -1.17 0.74 1.40
11 H 0.51 -0.93 0.15
12 H 1.55 0.30 -1.74
13 H 1.56 1.70 -0.59
14 H 2.40 -1.36 -0.85
15 H -1.33 0.74 -1.30
16 H -2.27 -1.26 -1.84
17 H -0.90 -2.15 -1.15
18 H -2.69 -0.65 0.42
19 H -1.58 1.76 1.06
20 H -3.84 0.85 1.11
21 O -2.92 0.82 0.81

Results of the natural (NBO) charge analysis, in e, for atoms 1 through 6: -0.6620 -0.0834 -0.5538 0.0003 -0.6532 0.0966

Which of them is most stable? Easy: version P.

Version P
The following is a DFT calculation (wB97M-V/def2-TZVPD) of an isolated ion of composition C6H12NO and charge +1.

Computed properties:
- LUMO level (eV) = -3.40
- charge = +1
- M (g mol⁻¹) = 114.168
- gap between HOMO and LUMO (eV) = 8.23
- SMILES string = [NH3+]CC/C=C/C=C/O

Atoms and positions in Å:
1 C 2.72 -1.22 -0.12
2 C 1.36 -1.91 0.04
3 C 0.28 -1.00 0.58
4 C -0.67 -0.43 -0.18
5 C -1.66 0.48 0.35
6 C -2.40 1.28 -0.44
7 O -3.14 2.23 0.18
8 N 2.55 0.31 -0.21
9 H 3.18 -1.52 -1.03
10 H 3.50 -1.36 0.62
11 H 1.05 -2.26 -0.94
12 H 1.42 -2.78 0.69
13 H 0.33 -0.79 1.65
14 H -0.75 -0.72 -1.23
15 H -1.70 0.68 1.41
16 H -2.61 1.08 -1.48
17 H -3.67 2.72 -0.44
18 H 2.63 0.55 -1.20
19 H 3.30 0.74 0.32
20 H 1.62 0.59 0.11

Results of the natural (NBO) charge analysis, in e, for atoms 1 through 6: -0.2077 -0.4619 -0.2890 -0.1650 -0.3565 0.2049

Version Q
The following is a DFT calculation (wB97M-V/def2-TZVPD) of an isolated ion of composition C6H12NO and charge +1.

Computed properties:
- LUMO level (eV) = -4.08
- charge = +1
- M (g mol⁻¹) = 114.168
- gap between HOMO and LUMO (eV) = 8.93
- SMILES string = C=CCC[C@H]([NH3+])C=O

Atoms and positions in Å:
1 O -1.04 -2.09 0.99
2 C -1.62 -1.37 0.25
3 C -0.86 -0.38 -0.63
4 C -0.33 0.71 0.30
5 C 0.76 0.15 1.19
6 C 2.96 0.69 0.27
7 C 2.02 -0.20 0.56
8 N -1.87 0.14 -1.61
9 H -2.72 -1.42 0.25
10 H 0.03 -0.99 -1.06
11 H -1.05 0.93 1.14
12 H -0.06 1.65 -0.17
13 H 0.94 0.96 1.89
14 H 0.37 -0.55 1.81
15 H 3.84 0.49 -0.34
16 H 2.82 1.72 0.37
17 H 2.31 -1.19 0.33
18 H -2.80 -0.40 -1.64
19 H -1.41 0.07 -2.56
20 H -2.28 1.11 -1.35

Results of the natural (NBO) charge analysis, in e, for atoms 1 through 6: -0.4369 0.3999 -0.1896 -0.4104 -0.4545 -0.3343

Version R
The following is a DFT calculation (wB97M-V/def2-TZVPD) of C6H12NO as an isolated structure.

Computed properties:
- LUMO level (eV) = -3.73
- charge = +1
- M (g mol⁻¹) = 114.168
- gap between HOMO and LUMO (eV) = 8.48

Atoms and positions in Å:
1 C -1.23 -1.29 -0.83
2 C -0.57 -0.19 -0.74
3 C -2.30 -0.48 -1.66
4 C -1.49 0.84 -1.33
5 C 0.95 -1.23 2.23
6 C 1.18 0.62 0.75
7 N 2.08 1.28 -0.19
8 O 1.82 -0.40 1.47
9 H -1.27 -2.19 -0.33
10 H -2.40 -0.68 -2.72
11 H -3.12 -0.64 -1.04
12 H -1.92 1.50 -0.64
13 H -1.11 1.27 -2.18
14 H 0.50 -0.73 3.01
15 H 1.41 -2.11 2.62
16 H 0.13 -1.49 1.43
17 H 0.71 1.40 1.49
18 H 2.48 0.55 -0.82
19 H 2.75 1.97 0.25
20 H 1.40 2.00 -0.77

Results of the natural (NBO) charge analysis, in e, for atoms 1 through 6: -0.2370 0.1083 -0.3458 -0.4740 -0.2337 0.1653

Which of them is most stable? Easy: version P.

Version P
The following is a DFT calculation (wB97M-V/def2-TZVPD) of C3H4AuO4 as an isolated structure.

Computed properties:
- <S²> = 2.0076
- LUMO level (spin up / spin down) (eV) = -5.70 / -8.22
- 2S+1 = 3
- charge = +1
- M (g mol⁻¹) = 301.028
- gap between HOMO and LUMO (spin up / spin down) (eV) = 7.95 / 5.43

Atoms and positions in Å:
1 C 1.98 0.88 -1.78
2 C 1.28 -0.21 -2.13
3 O -0.05 -0.01 -2.52
4 C -1.02 -0.44 -1.72
5 O -0.80 -1.38 -0.89
6 O -2.06 0.25 -1.60
7 O 3.34 0.80 -1.75
8 Au -2.07 -0.59 0.07
9 H 1.55 1.87 -1.93
10 H -1.12 0.27 1.17
11 H 3.63 0.31 -0.97
12 H 1.72 -1.17 -2.40

Results of the natural (NBO) charge analysis, in e, for atoms 1 through 6: 0.1399 -0.0275 -0.4285 0.9512 -0.5965 -0.5490

Version Q
The following is a DFT calculation (wB97M-V/def2-TZVPD) of C3H4AuO4 as an isolated structure.

Computed properties:
- <S²> = 2.0084
- LUMO level (spin up / spin down) (eV) = -4.43 / -10.17
- 2S+1 = 3
- charge = +1
- M (g mol⁻¹) = 301.028
- gap between HOMO and LUMO (spin up / spin down) (eV) = 10.99 / 4.77

Atoms and positions in Å:
1 O 1.45 -0.33 1.46
2 C 1.42 -1.50 0.83
3 C 0.39 0.51 0.91
4 O 2.04 -2.47 1.20
5 O 0.59 -1.48 -0.20
6 C 0.16 -0.08 -0.46
7 H 0.74 1.55 0.89
8 H -0.46 0.42 1.60
9 H 0.95 0.32 -1.13
10 O -2.71 1.05 -2.03
11 H -3.01 1.93 -1.79
12 Au -1.55 0.09 -1.26

Results of the natural (NBO) charge analysis, in e, for atoms 1 through 6: -0.4371 0.9394 -0.1437 -0.4434 -0.4038 -0.2306

Which of them is most stable? Easy: version Q.

Version P
The following is a DFT calculation (wB97M-V/def2-TZVPD) of a 2-piece molecular cluster, C2H8OS2 overall.

Computed properties:
- <S²> = 0.7551
- LUMO level (spin up / spin down) (eV) = -5.81 / -8.17
- 2S+1 = 2
- charge = +1
- M (g mol⁻¹) = 112.219
- gap between HOMO and LUMO (spin up / spin down) (eV) = 8.27 / 5.90

Atoms and positions in Å:
1 C -0.83 0.23 -1.78
2 O -0.90 -0.97 -0.98
3 H -1.54 0.00 -2.59
4 H 0.10 0.47 -2.28
5 H -1.36 1.01 -1.26
6 H -0.47 -1.67 -1.48
7 C 0.20 0.95 1.63
8 S 1.98 0.64 1.18
9 S 2.05 -1.38 1.30
10 H 0.13 0.91 2.72
11 H 0.00 1.94 1.23
12 H -0.41 0.16 1.20
13 H 1.04 -2.29 1.14

Results of the natural (NBO) charge analysis, in e, for atoms 1 through 6: -0.2870 -0.7497 0.1953 0.1838 0.1927 0.4742

Version Q
The following is a DFT calculation (wB97M-V/def2-TZVPD) of a 2-piece molecular cluster, C2H8OS2 overall.

Computed properties:
- <S²> = 0.7551
- LUMO level (spin up / spin down) (eV) = -5.74 / -9.43
- 2S+1 = 2
- charge = +1
- M (g mol⁻¹) = 112.219
- gap between HOMO and LUMO (spin up / spin down) (eV) = 8.50 / 4.68

Atoms and positions in Å:
1 C 1.87 1.29 1.20
2 O 1.42 0.23 0.41
3 H 2.12 2.24 0.53
4 H 2.49 1.00 2.08
5 H 0.93 1.42 1.91
6 H 0.44 0.07 0.32
7 C -0.83 -0.81 -1.62
8 S -1.85 0.33 -0.61
9 S -2.95 -1.18 0.41
10 H -0.27 -1.64 -1.17
11 H -1.34 -1.29 -2.42
12 H -0.10 -0.17 -2.15
13 H -1.92 -1.50 1.10

Results of the natural (NBO) charge analysis, in e, for atoms 1 through 6: -0.2678 -0.7177 0.2056 0.2202 0.1603 0.4421

Which of them is most stable? Easy: version P.